1) # H14O7

A cluster of 7 separate species, H14O7 in total (wB97M-V/def2-TZVPD, OMol25).

Results
- SMILES string: O.O.O.O.O.O.O
- Total charge: 0
- E_HOMO: -10.8 eV
- 2S+1: 1
- LUMO energy: -0.0030 Ha

Geometry (Å):
1 O 29.2903 -0.0044 15.7770
2 O 30.5861 -2.7234 16.1802
3 O 33.3535 -0.8081 16.2264
4 O 33.0138 -3.9086 15.5460
5 O 31.6127 -0.7180 17.9643
6 O 32.8677 -2.8999 19.5378
7 O 28.6543 -4.4829 14.8116
8 H 33.4043 -3.7635 14.6753
9 H 33.5802 -4.5518 15.9904
10 H 30.7179 -2.1592 16.9629
11 H 33.7366 -0.5253 15.3888
12 H 32.7286 -2.1198 18.9731
13 H 33.0823 -1.7280 16.0798
14 H 31.4588 0.0430 18.5366
15 H 32.0482 -3.4004 19.4612
16 H 29.5807 -0.8269 15.3561
17 H 27.9593 -3.8652 14.5633
18 H 28.7992 -0.3014 16.5511
19 H 31.4529 -3.1505 16.0804
20 H 29.3375 -3.9336 15.2298
21 H 32.0314 -0.3562 17.1593

=====

2) # H14O7

A cluster of 7 separate species, H14O7 in total (wB97M-V/def2-TZVPD, OMol25).

Results
- SMILES string: O.O.O.O.O.O.O
- Total charge: 0
- E_HOMO: -11.0 eV
- 2S+1: 1
- LUMO energy: -0.0002 Ha

Geometry (Å):
1 O 10.1899 -3.2052 -27.3068
2 O 13.8147 -1.1309 -26.9196
3 O 10.9552 -0.1142 -27.3333
4 O 17.0727 0.0395 -26.5144
5 O 14.3741 1.5006 -27.1973
6 O 11.8112 -0.7050 -24.5376
7 O 12.2551 -3.3431 -29.6093
8 H 10.2533 -2.3626 -26.8570
9 H 9.9991 -0.1564 -27.3484
10 H 12.4070 -0.6112 -25.2809
11 H 14.4848 1.9190 -28.0511
12 H 11.9795 -1.5866 -24.2049
13 H 17.0217 0.4452 -27.3799
14 H 11.6451 -2.7820 -29.1304
15 H 16.1870 0.1179 -26.1601
16 H 14.2284 -1.8083 -27.4545
17 H 14.1228 0.6000 -27.4023
18 H 12.8758 -1.2577 -27.0557
19 H 12.1444 -3.0904 -30.5259
20 H 9.5044 -3.6781 -26.8350
21 H 11.1681 0.6803 -27.8229

=====

3) # H14O7

A structure of composition H14O7 (wB97M-V/def2-TZVPD, OMol25).

Results
- Total charge: 0
- E_HOMO: -8.2 eV
- 2S+1: 1
- LUMO energy: -0.0040 Ha

Geometry (Å):
1 O -1.1535 0.5808 1.1181
2 O -2.5828 -0.1871 -1.2027
3 O 2.4384 -2.7782 -1.4508
4 O -4.0304 0.2589 -0.2903
5 O 4.8005 -0.0245 0.8872
6 O 2.2506 3.0336 -0.9199
7 O -1.5564 -0.9294 1.7060
8 H -0.1985 0.6001 1.2467
9 H 2.1414 -3.5902 -1.0247
10 H -1.9059 0.3177 -1.6675
11 H -1.3139 1.2569 0.4502
12 H 3.9101 -0.1916 1.2165
13 H 2.0088 -2.0781 -0.9466
14 H 1.7027 3.8160 -1.0491
15 H -4.9465 0.0318 -0.4855
16 H -4.0576 1.2043 -0.1045
17 H 5.2648 0.3479 1.6453
18 H -2.3110 -1.3454 2.1380
19 H -0.7999 -1.2117 2.2324
20 H 1.6222 2.3029 -0.9300
21 H -2.4471 -1.0930 -1.5026

=====

4) # H14O7

A cluster of 7 separate species, H14O7 in total (wB97M-V/def2-TZVPD, OMol25).

Results
- SMILES string: O.O.O.O.O.O.O
- Total charge: 0
- E_HOMO: -10.9 eV
- 2S+1: 1
- LUMO energy: 0.0012 Ha

Geometry (Å):
1 O 0.3137 2.8210 0.3527
2 O 2.3597 1.7562 -1.1782
3 O -2.2748 -0.7026 -1.7304
4 O 2.2941 -2.0916 3.3446
5 O -4.4006 0.7444 -0.0908
6 O -0.1287 -0.4015 0.3324
7 O 2.2042 -2.3358 -0.4113
8 H 0.4345 -1.1499 0.5299
9 H -0.9270 -0.7899 -0.0255
10 H 1.9126 1.6563 -0.3378
11 H 2.8118 2.5972 -1.1111
12 H 2.7592 -1.3699 3.7678
13 H -1.9944 -0.0725 -2.3942
14 H 1.6753 -1.6640 2.7526
15 H -4.7093 0.8567 -0.9899
16 H -3.4488 0.8251 -0.1520
17 H -0.3001 2.2452 -0.1034
18 H -3.2289 -0.7217 -1.8054
19 H 2.5547 -1.7000 -1.0351
20 H 0.3707 2.4587 1.2368
21 H 1.7221 -2.9616 -0.9518

=====

Q: What are the energies relative to the best structure? A: 1) 0.0; 2) 39.1; 3) 791.1; 4) 55.0, in kJ/mol.

=====

1) # H14O7

A cluster of 7 separate species, H14O7 in total (wB97M-V/def2-TZVPD, OMol25).

Results
- SMILES string: O.O.O.O.O.O.O
- Total charge: 0
- E_HOMO: -9.0 eV
- 2S+1: 1
- LUMO energy: -0.0043 Ha

Geometry (Å):
1 O 1.0954 0.9405 1.1168
2 O 0.7612 0.5829 -1.0393
3 O -3.7424 3.2840 -0.1832
4 O 3.7191 0.7158 0.4041
5 O -3.1672 -2.1339 1.4130
6 O 1.7284 -0.8076 -0.2599
7 O -1.3361 -1.8834 -1.4983
8 H 1.9535 -1.7292 -0.0899
9 H -2.8927 3.3388 0.2684
10 H -0.8976 -2.4329 -0.8389
11 H -2.4438 -2.7584 1.5381
12 H 1.1651 -0.0209 1.1154
13 H -2.7534 -1.3795 0.9787
14 H 0.2736 1.3861 -1.2542
15 H 1.7530 1.2242 0.4719
16 H 2.2730 -0.5694 -1.0187
17 H 3.6466 0.4781 1.3354
18 H 0.2086 -0.1267 -1.3858
19 H 4.6101 1.0741 0.3221
20 H -2.1015 -1.5260 -1.0342
21 H -3.8530 2.3433 -0.3616

=====

2) # H14O7

A cluster of 7 separate species, H14O7 in total (wB97M-V/def2-TZVPD, OMol25).

Results
- SMILES string: O.O.O.O.O.O.O
- Total charge: 0
- E_HOMO: -11.3 eV
- 2S+1: 1
- LUMO energy: -0.0053 Ha

Geometry (Å):
1 O -1.7462 -2.4608 -2.1538
2 O 2.0251 -2.4986 -1.9229
3 O 1.0064 6.0254 1.4713
4 O -4.1680 -1.7011 0.9643
5 O -0.4305 1.1828 -0.9549
6 O 3.0751 1.3527 0.3989
7 O -0.2425 -2.5052 2.2941
8 H -0.9195 1.5460 -0.2846
9 H 0.8333 6.7806 0.9872
10 H 3.4372 2.0699 0.9336
11 H -3.7403 -2.5796 0.9954
12 H -0.1689 -2.1245 3.1766
13 H 2.2387 -3.3920 -1.7541
14 H 0.5452 1.2340 -0.8203
15 H 1.1548 -2.3884 -1.7769
16 H 2.1998 1.6524 0.3197
17 H -1.1794 -2.2434 -2.8573
18 H 0.6188 -2.3561 1.8626
19 H -1.6849 -1.6628 -1.5933
20 H -4.0851 -1.3437 0.0236
21 H 1.2308 5.4124 0.6909

=====

Q: What are the energies relative to the best structure? A: 1) 186.5; 2) 0.0, in kJ/mol.

=====

1) # H14O7

A cluster of 7 separate species, H14O7 in total (wB97M-V/def2-TZVPD, OMol25).

Results
- SMILES string: O.O.O.O.O.O.O
- Total charge: 0
- E_HOMO: -10.7 eV
- 2S+1: 1
- LUMO energy: 0.0187 Ha

Geometry (Å):
1 O 0.1936 1.6126 -1.3177
2 O -0.8754 2.0483 1.0019
3 O -1.1873 -2.2379 0.4942
4 O 0.4002 -0.1423 1.4297
5 O 0.6830 -1.2304 -1.2225
6 O -2.2359 -0.0102 -0.7934
7 O 2.8101 -0.1994 0.1153
8 H 1.3330 -0.2345 0.9967
9 H -0.0366 2.0939 -0.4738
10 H -2.3190 0.3594 0.1032
11 H -0.4781 2.9452 1.1809
12 H -0.0032 -0.9799 1.4047
13 H -1.5183 0.5266 -1.1497
14 H 0.9550 2.0500 -1.7136
15 H -1.7155 -2.9672 0.6578
16 H 3.5463 -0.6425 0.4924
17 H -1.8133 -1.5386 0.0293
18 H -0.1865 -1.6571 -1.1362
19 H 0.3182 -0.3827 -0.9136
20 H -0.2954 1.3416 1.4675
21 H 2.4251 -0.7550 -0.6531

=====

2) # H14O7

A cluster of 7 separate species, H14O7 in total (wB97M-V/def2-TZVPD, OMol25).

Results
- SMILES string: O.O.O.O.O.O.O
- Total charge: 0
- E_HOMO: -10.4 eV
- 2S+1: 1
- LUMO energy: 0.0000 Ha

Geometry (Å):
1 O 1.8999 5.5845 14.8560
2 O -4.1275 3.3838 14.4053
3 O -1.7832 4.0929 12.1938
4 O -0.3585 2.5955 18.6510
5 O -2.6700 0.9335 13.0993
6 O -0.9390 3.6171 16.0403
7 O 0.8883 6.5516 17.4247
8 H 2.7302 5.3993 14.4042
9 H -3.5170 0.7255 13.5039
10 H -1.4109 3.4771 15.2108
11 H -0.5022 4.4700 15.9306
12 H -4.6675 3.9622 13.8517
13 H 1.3382 5.9827 14.1781
14 H -0.8970 1.8422 18.9119
15 H 1.7690 6.5808 17.8098
16 H -0.7635 2.9213 17.8258
17 H -4.3877 2.4959 14.1513
18 H -1.6925 3.3049 11.6460
19 H -2.5330 3.8981 12.7683
20 H 1.0349 6.2444 16.5197
21 H -2.0841 1.1392 13.8390

=====

Q: What are the energies relative to the best structure? A: 1) 0.0; 2) 53.6, in kJ/mol.

=====

1) # H14O7

A cluster of 7 separate species, H14O7 in total (wB97M-V/def2-TZVPD, OMol25).

Results
- SMILES string: O.O.O.O.O.O.O
- Total charge: 0
- E_HOMO: -11.1 eV
- 2S+1: 1
- LUMO energy: 0.0070 Ha

Geometry (Å):
1 O 0.8208 0.9268 -1.9868
2 O -1.6949 -0.2480 -1.5373
3 O 0.2735 -2.3030 -1.4733
4 O 1.6924 -2.3072 1.0500
5 O -1.5491 0.2309 1.5647
6 O -1.1675 3.1047 1.8196
7 O 1.7005 0.5740 0.5822
8 H -0.9218 0.3137 -1.7284
9 H 0.9857 -1.6660 -1.6160
10 H 1.3989 0.9794 1.4014
11 H 1.1327 -2.5483 0.2838
12 H -1.1619 0.0186 0.7038
13 H -2.1696 -0.2651 -2.3749
14 H 1.0107 0.9795 -1.0295
15 H -1.0066 -0.3061 2.1543
16 H -1.5750 2.2961 1.4814
17 H -0.4956 -1.7203 -1.3223
18 H 1.1467 -2.4255 1.8341
19 H -1.8947 3.7256 1.9189
20 H 1.6525 -0.3905 0.6975
21 H 1.6931 0.8683 -2.3885

=====

2) # H14O7

A cluster of 7 separate species, H14O7 in total (wB97M-V/def2-TZVPD, OMol25).

Results
- SMILES string: O.O.O.O.O.O.O
- Total charge: 0
- E_HOMO: -11.3 eV
- 2S+1: 1
- LUMO energy: 0.0059 Ha

Geometry (Å):
1 O 1.1314 3.0932 -1.1747
2 O -0.7397 0.8014 -4.0601
3 O -4.6219 -0.5140 -0.5818
4 O -2.3357 -2.2533 4.3356
5 O -0.2898 -0.6354 0.8013
6 O 2.9641 -3.0873 -3.2624
7 O 3.5759 1.9267 3.8005
8 H 2.0663 3.1519 -0.9778
9 H -2.1251 -3.1843 4.4069
10 H -4.6107 -1.2159 0.0690
11 H 3.3690 -3.0365 -2.3965
12 H -1.4264 1.4543 -4.1957
13 H -4.8880 0.2637 -0.0914
14 H -0.6933 -0.0136 0.1957
15 H 0.5695 -0.8176 0.4210
16 H -1.8861 -1.9656 3.5410
17 H 2.8150 1.9585 3.2206
18 H 3.7633 2.8437 4.0011
19 H -0.1333 1.2150 -3.4457
20 H 2.6443 -3.9872 -3.3254
21 H 0.8510 4.0021 -1.2813

=====

3) # H14O7

A cluster of 7 separate species, H14O7 in total (wB97M-V/def2-TZVPD, OMol25).

Results
- SMILES string: O.O.O.O.O.O.O
- Total charge: 0
- E_HOMO: -11.1 eV
- 2S+1: 1
- LUMO energy: 0.0019 Ha

Geometry (Å):
1 O 0.0841 3.7332 0.0759
2 O -0.0877 -0.9393 0.3896
3 O -3.1978 -3.2714 2.4481
4 O 3.5991 3.6363 2.9156
5 O 0.6069 -4.9661 2.3405
6 O -2.6988 1.9096 -2.9038
7 O 1.2246 -0.5821 -4.1744
8 H -0.4543 3.6499 -0.7111
9 H 0.2398 -1.0373 -0.5045
10 H -3.0239 -2.7385 1.6723
11 H 3.0532 3.8539 3.6711
12 H -0.3206 4.4468 0.5691
13 H 1.9240 -1.0127 -4.6660
14 H -2.3512 -3.6613 2.6661
15 H -2.4570 1.0124 -2.6740
16 H 0.0874 -0.0245 0.6104
17 H -2.5857 1.9529 -3.8533
18 H 1.6266 0.2180 -3.8361
19 H 0.7778 -5.4387 1.5259
20 H 0.9754 -4.0948 2.1944
21 H 2.9781 3.3537 2.2441

=====

4) # H14O7

A cluster of 7 separate species, H14O7 in total (wB97M-V/def2-TZVPD, OMol25).

Results
- SMILES string: O.O.O.O.O.O.O
- Total charge: 0
- E_HOMO: -10.5 eV
- 2S+1: 1
- LUMO energy: 0.0186 Ha

Geometry (Å):
1 O 2.4046 -0.8148 0.0660
2 O -1.7930 2.0992 0.0304
3 O 0.8134 1.1404 -1.2306
4 O -0.5766 0.3049 1.9912
5 O -1.1132 -1.1364 -0.5050
6 O 1.3766 -1.4028 2.8372
7 O -1.0306 0.2620 -3.2372
8 H -0.3145 -1.5146 -0.1384
9 H 0.1662 1.7510 -0.8737
10 H 1.9348 -0.2945 -0.6161
11 H 2.8243 -1.5248 -0.4145
12 H -0.8016 0.8134 2.7607
13 H 0.1230 -0.3306 2.2763
14 H 0.5685 1.1970 -2.1639
15 H -2.7308 2.2087 0.2316
16 H 2.0526 -1.1263 2.2204
17 H -1.6286 -0.3034 -2.7418
18 H -1.3765 1.6534 0.7937
19 H -0.8577 -0.2347 -4.0351
20 H 1.2435 -2.3398 2.6576
21 H -1.2843 -0.4074 0.0913

=====

Q: What are the energies relative to the best structure? A: 1) 0.0; 2) 132.6; 3) 119.0; 4) 12.2, in kJ/mol.